[1]
9 unconnected molecules or ions with the total composition C5H32N3O8 in a non-equilibrium geometry, computed with wB97M-V/def2-TZVPD.

Geometry as XYZ:
```
48
Properties=species:S:1:pos:R:3:lowdin_charge:R:1
O 0.63018 0.55789 -4.32041 -0.065
O 2.79835 0.66628 1.17459 -0.108
O -0.74700 -2.25846 4.80459 -0.087
O -2.02229 2.48935 1.23544 -0.115
O 1.64294 1.19441 4.16369 -0.116
O -1.30596 0.26385 3.59249 -0.128
O 0.84905 4.50790 -0.07503 -0.090
O 1.67099 3.01272 -2.66331 -0.065
N 0.56886 1.86757 -0.52924 0.127
N -1.54510 -3.21881 0.60723 -0.013
N -1.05707 -1.11945 -2.15644 -0.071
C -0.77688 -0.25174 -0.99323 -0.219
C -0.09494 0.98356 -1.53057 -0.211
C -0.09620 -2.24630 -2.38341 -0.204
C 0.21879 -3.18777 -1.16638 -0.204
C -0.99869 -3.88996 -0.57922 -0.282
H -2.96845 2.70650 1.19220 0.035
H 0.85183 1.22973 3.60324 -0.029
H 0.80194 -1.81983 -2.82052 0.088
H -0.79681 1.62253 -2.09644 0.128
H 0.76167 2.75699 -1.04690 0.078
H -0.58907 -0.27950 3.97219 -0.016
H 0.68485 -2.67435 -0.32006 0.084
H 2.27971 0.10659 1.75663 -0.014
H 1.41777 1.46484 -0.12432 0.098
H -1.98192 -1.51952 -2.11590 0.091
H -0.08885 -0.80812 -0.36414 0.083
H 1.33771 1.46590 5.03220 0.014
H 2.53132 3.44858 -2.70615 0.064
H -0.08748 2.21817 0.18161 0.092
H -2.20273 1.63874 1.68798 0.011
H 1.35792 2.72359 -3.52491 0.037
H -0.66139 -4.88470 -0.27101 0.105
H -1.18481 1.04007 4.16816 0.018
H -1.16762 -3.25201 1.53933 0.044
H 0.92236 -0.31248 -4.61287 0.047
H -1.84298 -4.02799 -1.26083 0.106
H -1.78463 0.02106 -0.64416 0.117
H 0.89084 -3.97201 -1.53910 0.104
H -0.52231 -2.97376 -3.07800 0.108
H 0.65037 5.31087 -0.56252 0.039
H -1.80403 -2.25819 0.44537 0.030
H 1.31550 4.80525 0.72461 0.049
H -0.31178 0.59437 -4.51564 0.053
H -1.66933 -2.37966 4.54596 0.036
H 3.71420 0.85654 1.40458 0.035
H 0.72180 0.80503 -2.25159 0.088
H -0.31060 -3.02431 4.42021 0.028
```

Calculated values
- Relative energy (zero: lowest compared OMol25 entry of this formula, charge and spin): 56.6 kJ/mol
- <S²>: 0.751
- Multiplicity: 2
- E: -26550.73447 eV
- HOMO-LUMO gap (spin up / spin down): 2.37 / 9.08 eV

[2]
A molecular structure, C18H21BrF5N6OTeV in a non-equilibrium geometry, computed with wB97M-V/def2-TZVPD.

Geometry as XYZ:
```
54
Properties=species:S:1:pos:R:3:lowdin_charge:R:1
Te -0.48422 -0.06924 1.52365 1.985
Br -1.09456 4.26190 5.22807 1.098
V -0.72585 0.74660 -0.91078 0.685
F 0.65927 -0.50332 3.02421 -0.422
F -1.19227 -0.94885 -0.73687 -0.417
F -1.33363 0.73025 3.04222 -0.407
F -1.32633 -1.66916 1.93795 -0.337
F -2.37953 0.36762 0.90833 -0.463
O 0.69755 1.13194 -1.26121 -0.257
N -1.54642 2.47205 -0.48644 -0.014
N 2.17061 -3.91589 1.23437 -0.080
N 1.20702 -1.74773 0.75105 -0.182
N -1.62551 1.01657 -2.61378 -0.004
N 2.41278 -3.00869 -0.96174 -0.083
N 3.62622 -2.05052 0.85264 -0.084
C -0.07625 3.51634 2.70366 -0.049
C 3.67451 -2.38223 -0.56883 -0.140
C 1.05968 -3.04208 1.51227 -0.162
C 3.42927 -3.27994 1.62794 -0.129
C -2.39785 2.85463 -1.37278 0.061
C -0.19123 3.08222 1.41159 -0.031
C -2.63564 3.24781 1.57097 0.039
C -2.26449 0.53692 -4.84657 0.039
C -3.11316 2.49691 -3.75577 0.060
C -1.47558 2.96392 0.82151 -0.223
C 2.22169 -4.23968 -0.18809 -0.137
C -2.40316 2.12557 -2.62825 -0.196
C 1.30990 -2.12116 -0.70898 -0.184
C -3.03213 1.68779 -4.88604 0.025
C -1.55596 0.23828 -3.68529 -0.014
C -1.24870 3.76039 3.45246 -0.602
C 2.54484 -1.14270 1.11651 -0.181
C -2.53062 3.61958 2.88223 -0.035
H -3.70292 3.40410 -3.75628 0.141
H -0.92425 -0.63767 -3.61015 0.149
H -3.57113 1.95368 -5.78535 0.139
H 2.67444 -0.23209 0.52004 0.129
H 0.69279 2.93322 0.80283 0.133
H 1.29044 -4.71962 -0.49289 0.136
H 0.39607 -2.62981 -1.00155 0.124
H -2.19986 -0.12145 -5.70101 0.137
H 2.55236 -0.89423 2.17132 0.114
H 0.12867 -3.52088 1.21550 0.133
H -3.07255 3.69657 -1.23055 0.171
H 4.49620 -3.07130 -0.75567 0.137
H 3.83518 -1.47452 -1.15415 0.134
H -3.61292 3.09927 1.13161 0.145
H -3.41919 3.77874 3.47764 0.138
H 1.01839 -2.81705 2.57554 0.126
H 3.04872 -4.92109 -0.38076 0.137
H 1.43793 -1.21774 -1.29966 0.102
H 4.25641 -3.96007 1.43200 0.137
H 3.40059 -3.04572 2.69268 0.139
H 0.89437 3.66155 3.15865 0.137
```

Calculated values
- <S²>: 2.033
- Multiplicity: 3
- E: -146590.19842 eV
- Net charge: +2
- HOMO-LUMO gap (spin up / spin down): 4.96 / 2.44 eV

[3]
A gas-phase ion, C3H6N (charge +1) in a non-equilibrium geometry, computed with wB97M-V/def2-TZVPD.

Geometry as XYZ:
```
10
Properties=species:S:1:pos:R:3:lowdin_charge:R:1
N 0.87937 0.06626 -0.00031 0.107
C -0.32782 0.50513 -0.04576 -0.020
C -1.59780 -0.18674 0.04906 0.003
C 2.11555 -0.11049 0.04547 0.150
H -2.19128 0.32815 0.86246 0.149
H -2.29203 0.01458 -0.72462 0.099
H 2.63528 -0.63246 0.88802 0.141
H -0.33623 1.55660 -0.25741 0.159
H 2.73746 -0.33909 -0.87421 0.145
H -1.62249 -1.20194 0.05730 0.066
```

Calculated values
- Relative energy (zero: lowest compared OMol25 entry of this formula, charge and spin): 100.9 kJ/mol
- Multiplicity: 1
- E: -4689.07062 eV
- Net charge: +1
- HOMO-LUMO gap: 11.08 eV

Copy entry 3 word for word.
A gas-phase ion, C3H6N (charge +1) in a non-equilibrium geometry, computed with wB97M-V/def2-TZVPD.

Geometry as XYZ:
```
10
Properties=species:S:1:pos:R:3:lowdin_charge:R:1
N 0.87937 0.06626 -0.00031 0.107
C -0.32782 0.50513 -0.04576 -0.020
C -1.59780 -0.18674 0.04906 0.003
C 2.11555 -0.11049 0.04547 0.150
H -2.19128 0.32815 0.86246 0.149
H -2.29203 0.01458 -0.72462 0.099
H 2.63528 -0.63246 0.88802 0.141
H -0.33623 1.55660 -0.25741 0.159
H 2.73746 -0.33909 -0.87421 0.145
H -1.62249 -1.20194 0.05730 0.066
```

Calculated values
- Relative energy (zero: lowest compared OMol25 entry of this formula, charge and spin): 100.9 kJ/mol
- Multiplicity: 1
- E: -4689.07062 eV
- Net charge: +1
- HOMO-LUMO gap: 11.08 eV